Entry 1:
Computed, not measured: an isolated ion of composition C6H5NO5S and charge -2 in a non-equilibrium geometry, with ωB97M-V/def2-TZVPD.

```
18
Properties=species:S:1:pos:R:3:forces:R:3
S 1.62112 -1.77869 -1.77630 0.1 -0.3 -0.4
O 1.37932 -3.22461 -1.93360 0.0 0.6 0.2
O -2.93542 0.07656 2.26752 -1.2 0.2 -0.1
O -0.87736 -0.36858 3.05634 0.6 -0.3 0.7
O 1.51501 -1.05493 -3.05719 0.1 0.0 0.5
O 2.87721 -1.47753 -1.06694 -0.5 0.1 -0.2
N 0.06385 -0.12056 -0.15563 0.8 0.4 -0.2
C 0.32761 2.08428 0.19561 -0.6 0.3 0.2
C -1.73286 -0.08318 2.25106 1.5 0.0 -1.4
C -1.13063 0.33321 0.58780 -1.1 -0.2 0.3
C -0.90937 1.79242 0.68001 0.1 0.6 -0.1
C 0.25397 -1.27916 -0.77701 -0.6 -1.5 0.4
C 0.91062 0.91071 -0.30837 0.5 0.1 0.1
H 0.80770 3.05290 0.16698 0.0 0.0 0.1
H -1.58077 2.46714 1.18544 -0.1 -0.1 0.1
H 1.83242 0.75299 -0.83330 0.1 0.0 0.0
H -2.02044 0.01509 0.04362 0.2 0.1 -0.1
H -0.40198 -2.09805 -0.52606 -0.1 0.0 0.1
```
Positions in Å, forces in eV/Å.

Properties
- HOMO (alpha / beta) (eV) = 0.7 / 0.6
- lowest unoccupied orbital energy (alpha / beta) (eV) = 6.18 / 6.18
- gap between HOMO and LUMO (alpha / beta) (eV) = 5.5 / 5.6
- E (eV) = -28864.425
- ΔE to the lowest compared entry with this formula, charge and spin (eV) = 1.373
- net charge = -2

=====

Entry 2:
Computed, not measured: C48H56N5O4P3W as an isolated structure in a non-equilibrium geometry, with ωB97M-V/def2-TZVPD.

```
117
Properties=species:S:1:pos:R:3:forces:R:3
W 0.14058 -0.44377 0.32782 0.4 0.8 0.7
P 2.34972 0.13742 -0.43682 0.8 0.0 -0.2
P -1.38031 3.15775 0.18093 -0.2 0.7 -0.4
P 0.70676 -2.76173 0.05225 0.2 -0.6 -0.5
O -0.11837 -1.03661 2.39200 -0.3 -0.1 0.1
O -0.79349 1.80203 0.22134 0.2 -0.4 0.3
O -0.19288 -0.12602 -1.68075 -0.1 -0.3 -0.1
O 0.33800 0.06496 -4.23004 0.0 0.0 0.1
N -2.77273 3.24205 1.08505 0.3 -0.2 -0.1
N -0.23870 4.28817 0.65476 -0.2 -0.3 0.0
N -1.85593 -0.84269 0.15045 -0.8 0.0 -0.2
N -2.36907 -0.61372 -1.09262 -0.3 0.1 -0.5
N -1.86583 3.73491 -1.30488 0.1 -0.3 0.4
C 6.00618 -0.31148 2.33460 0.0 0.0 0.0
C -2.87553 -5.03724 -1.79259 0.0 0.0 0.0
C 3.77660 0.09781 0.71413 -0.1 -0.1 0.1
C -3.54595 -1.80754 4.62347 0.0 0.0 0.0
C -1.92132 -0.21276 -3.39221 0.2 0.1 -0.4
C 2.95210 -4.79226 2.84307 0.1 -0.1 0.0
C -2.75212 -1.32569 1.02971 -0.1 -0.1 0.0
C -3.01646 3.05812 -1.91198 0.0 0.1 -0.1
C -3.27514 -0.35829 -3.71910 0.1 0.0 0.0
C 2.72369 4.34718 -2.30843 0.0 0.0 -0.1
C 0.50234 0.25408 2.34055 0.6 0.4 0.1
C -1.42045 -0.17715 -5.76805 0.0 0.0 0.0
C -1.32467 -1.19297 3.10190 -0.2 -0.1 0.1
C 4.98489 0.72535 0.41791 0.0 0.0 0.0
C 0.66812 3.89052 1.72129 -0.2 0.1 0.1
C -0.67499 -3.77416 -0.62617 -0.1 0.0 0.0
C 2.62057 2.89252 -0.40240 0.2 -0.2 -0.1
C 3.69290 -0.71942 1.84009 0.0 0.1 -0.1
C 2.60355 1.96306 -2.61407 0.0 -0.1 0.1
C 2.57854 1.77269 -1.23540 -0.1 0.2 0.1
C 3.25556 -2.40552 -1.22640 -0.2 0.0 0.0
C -1.12480 -3.40580 -1.89574 0.1 0.0 0.1
C -0.83186 4.07087 -2.28059 -0.1 0.0 0.0
C -1.33278 -4.80229 0.04146 0.0 0.0 0.0
C 2.67411 3.24398 -3.14601 0.0 0.0 0.0
C -2.42757 -5.42760 -0.54070 0.0 0.0 0.0
C -1.49880 -0.26733 -1.98480 -0.4 -0.3 0.6
C 4.80177 -0.92352 2.64881 0.0 0.0 0.0
C 6.09359 0.51698 1.22409 0.1 0.1 0.0
C -2.21466 -4.02735 -2.47787 0.0 0.0 0.0
C 1.96674 -3.22789 -1.22303 0.0 0.1 0.1
C 3.04946 -0.98163 -1.74585 -0.2 0.1 0.1
C -2.34617 -1.47487 5.25984 0.0 0.0 0.1
C -2.54093 -1.45596 2.41664 0.3 0.1 -0.1
C -2.76236 -0.33057 -6.06084 0.1 0.0 0.0
C 2.70092 4.16826 -0.93087 0.0 0.0 0.0
C -3.63764 -1.80429 3.25362 0.0 0.0 0.0
C -0.99046 -0.10402 -4.44717 -0.2 0.0 0.2
C 2.55595 -4.16439 1.67102 0.0 0.0 -0.1
C 2.05494 -4.96191 3.88614 0.0 0.0 0.0
C -1.23562 -1.19175 4.47792 0.1 0.0 0.0
C 1.25303 -3.69166 1.52550 0.0 0.1 0.1
C -3.04713 2.25238 2.11332 0.0 0.0 0.0
C 0.75014 -4.50964 3.74665 0.0 0.0 0.0
C -0.53636 5.71072 0.64426 0.0 -0.1 0.0
C -3.69529 -0.41044 -5.03284 -0.1 0.0 -0.1
C 0.35572 -3.88012 2.57840 0.0 0.0 -0.1
C -3.60087 4.43047 1.14503 0.0 0.0 0.0
H -3.65025 2.63589 -1.13517 -0.1 0.0 -0.1
H 1.59962 4.45696 1.63640 -0.1 0.0 0.1
H -3.59119 3.78110 -2.49674 0.0 0.0 0.0
H 0.89084 2.83084 1.62540 -0.1 0.0 0.1
H -0.15744 1.01012 2.76590 -0.1 0.0 -0.2
H -2.89323 2.65417 3.12193 0.0 0.0 0.0
H -3.40664 5.01999 2.04864 0.0 0.0 0.0
H 2.75088 -1.20745 2.05880 0.0 -0.1 0.0
H 6.87784 -0.48077 2.95412 0.0 0.0 0.0
H 3.99624 -0.55387 -2.08154 0.0 0.0 0.0
H 3.27658 -4.05216 0.87290 0.0 0.0 0.0
H -2.28144 -1.45385 6.33892 0.0 0.0 0.0
H -4.08276 1.90803 2.03514 0.0 0.0 0.0
H -2.39761 1.39672 1.96876 0.0 -0.1 0.0
H -1.21985 4.83166 -2.96318 0.0 0.0 0.0
H 1.44920 0.23984 2.88156 0.0 -0.1 -0.1
H 2.74274 5.02941 -0.27391 0.0 0.0 0.0
H -0.66584 -3.54124 2.47615 0.0 0.1 0.1
H -3.73525 -5.52211 -2.23776 0.0 0.0 0.0
H -3.42785 5.05342 0.27003 0.0 0.0 0.0
H 4.72141 -1.55973 3.52173 0.0 0.0 0.0
H -4.65490 4.13873 1.15605 0.0 0.0 0.0
H 3.98835 -2.91221 -1.85854 0.0 0.0 0.0
H 3.67876 -2.36465 -0.22250 0.1 0.0 0.0
H 3.96865 -5.15434 2.93488 0.0 0.0 0.0
H 0.03475 -4.64208 4.54873 0.0 0.0 0.0
H 0.04780 4.45580 -1.77299 0.0 0.0 0.0
H 2.77788 5.34360 -2.72928 0.0 0.0 0.0
H -0.61005 -2.62178 -2.43768 -0.1 0.1 0.0
H -3.98019 -0.44084 -2.90347 0.0 0.0 0.0
H -4.74595 -0.52091 -5.26870 0.0 0.0 0.1
H 2.36319 -0.99456 -2.59687 0.0 0.0 0.0
H 1.47470 -3.12646 -2.19156 0.0 0.0 0.0
H -4.41194 -2.07226 5.21753 0.0 0.0 0.0
H 2.36717 -5.45085 4.80002 0.0 0.0 0.0
H 2.57673 1.11790 -3.28875 0.0 0.0 0.0
H -0.86829 6.06594 1.62735 0.0 0.0 0.0
H 5.05143 1.37692 -0.44534 0.1 0.0 0.0
H -0.67234 -0.11866 -6.54847 0.0 0.0 0.0
H 2.61782 2.74002 0.67101 0.1 0.0 -0.2
H -1.31107 5.92550 -0.08818 0.0 0.0 0.0
H -3.74453 -1.52766 0.64227 0.0 0.0 0.0
H 0.24434 4.08028 2.71690 0.0 0.0 0.0
H -4.57480 -2.05033 2.76799 0.0 0.0 0.0
H -2.55474 -3.71052 -3.45618 0.0 0.0 0.0
H -3.07928 -0.38876 -7.09447 0.0 0.0 0.0
H -0.53155 3.19692 -2.86944 0.0 0.0 0.0
H 0.45151 0.07303 -3.25525 0.0 0.0 0.0
H 2.17099 -4.29233 -1.08540 0.0 0.0 0.0
H -0.98894 -5.13267 1.01177 -0.1 0.0 0.0
H 2.69442 3.37619 -4.22047 0.0 0.0 0.0
H 7.03219 1.00087 0.98399 0.0 0.0 0.0
H 0.36402 6.26862 0.37015 0.0 0.0 0.0
H -0.27318 -0.97943 4.93010 0.0 0.0 0.0
H -2.70119 2.24781 -2.57653 0.0 0.0 0.1
H -2.93696 -6.22403 -0.01251 0.0 0.0 0.0
```
Positions in Å, forces in eV/Å.

Properties
- HOMO (alpha / beta) (eV) = -4.7 / -6.1
- 2S+1 = 3
- lowest unoccupied orbital energy (alpha / beta) (eV) = 0.60 / 0.18
- gap between HOMO and LUMO (alpha / beta) (eV) = 5.3 / 6.3
- E (eV) = -96019.242
- net charge = 0

=====

- What is the formula in the second record?
  C48H56N5O4P3W